Formula: C6H13NO3
Source: OMol25
Level of theory: ωB97M-V with the def2-TZVPD basis set

Bonds (Å) are listed after each position.
Positions of all 23 atoms, in Å:
1 H -0.458 -0.061 2.241  C13 1.102
2 H -1.486 3.005 0.400  C22 1.093
3 H 1.376 2.016 -0.279  C18 1.104
4 H -0.938 2.497 -1.218  C22 1.097
5 H -1.270 1.538 2.348  C13 1.098
6 H -1.314 -0.522 -0.731  C12 1.104
7 H 1.550 1.012 1.205  C18 1.102
8 H -2.374 1.733 -0.478  C22 1.097
9 H 0.191 -1.731 0.862  C23 1.103
10 N 2.225 -4.848 -2.515  O19 1.162
11 H -2.088 0.172 1.513  C13 1.103
12 C -0.320 -0.083 -0.534  H6 1.104, C16 1.545, H21 1.105, C23 1.533
13 C -1.116 0.653 1.717  H1 1.102, H5 1.098, H11 1.103, C16 1.531
14 O 0.529 -2.143 -1.156  O17 1.337, C23 1.438
15 H 1.612 -0.925 0.149  C23 1.103
16 C -0.483 1.131 0.407  C12 1.545, C13 1.531, C18 1.531, C22 1.522
17 O 1.322 -3.191 -0.909  O14 1.337
18 C 0.901 1.729 0.675  H3 1.104, H7 1.102, C16 1.531, H20 1.097
19 O 2.082 -5.788 -3.183  N10 1.162
20 H 0.758 2.620 1.297  C18 1.097
21 H 0.111 0.263 -1.491  C12 1.105
22 C -1.381 2.153 -0.275  H2 1.093, H4 1.097, H8 1.097, C16 1.522
23 C 0.570 -1.231 -0.045  H9 1.103, C12 1.533, O14 1.438, H15 1.103

Summary:
**Highest occupied orbital energy (alpha / beta)**: -10.60 / -8.19 eV
**Net charge**: 0
**F_max**: 2.35 eV/Å